No. 1
# C30H51CrN8O3P

A structure of composition C30H51CrN8O3P at a distorted geometry (wB97M-V/def2-TZVPD, OMol25).

The geometry in ORCA input format:
```
! RIJCOSX wB97M-V def2-TZVPD def2/J DEFGRID3
* xyz 1 4
Cr -0.233 0.394 1.414
N -2.082 0.381 4.643
C -3.159 1.134 3.985
C -2.764 1.778 2.669
N -2.296 0.872 1.570
C -3.058 -0.389 1.385
C -2.486 -1.504 2.259
N -1.010 -1.346 2.410
H -1.264 0.966 4.764
H -2.382 0.096 5.566
H -4.007 0.464 3.826
H -3.532 1.956 4.595
H -3.642 2.314 2.310
H -1.977 2.513 2.839
H -2.416 1.417 0.721
H -4.123 -0.251 1.579
H -2.939 -0.668 0.342
H -2.940 -1.500 3.243
H -2.712 -2.460 1.795
H -0.827 -1.124 3.390
H -0.536 -2.211 2.186
O 1.674 -0.002 1.567
N 2.349 0.783 2.349
N 1.612 1.445 3.113
O 0.290 1.284 3.114
C 2.172 2.418 4.031
C 3.548 2.506 4.216
C 4.040 3.464 5.084
C 3.174 4.323 5.751
C 1.807 4.220 5.551
C 1.296 3.262 4.687
H 4.211 1.833 3.689
H 5.110 3.543 5.239
H 3.567 5.077 6.422
H 1.128 4.893 6.061
H 0.234 3.186 4.510
N 0.086 2.087 0.559
C -0.053 3.261 0.500
N -0.194 4.486 0.365
C -0.485 5.468 1.207
N -0.763 6.344 1.912
O -0.501 -0.609 -0.327
P -0.004 -1.339 -1.583
C 1.044 -0.342 -2.694
C 2.119 0.442 -1.900
C 2.544 1.696 -2.666
C 1.377 2.693 -2.793
C 0.026 1.967 -2.947
C 0.237 0.610 -3.614
C 0.801 -2.911 -1.098
C 1.524 -3.627 -2.258
C 3.003 -3.251 -2.383
C 3.743 -3.436 -1.061
C 3.114 -2.570 0.026
C 1.633 -2.893 0.201
C -1.504 -1.883 -2.480
C -2.628 -0.827 -2.438
C -3.962 -1.464 -2.858
C -3.781 -2.500 -3.987
C -2.521 -2.200 -4.797
C -1.277 -2.415 -3.924
H 1.529 -1.095 -3.325
H 2.986 -0.190 -1.708
H 1.727 0.752 -0.932
H 2.908 1.408 -3.657
H 3.386 2.163 -2.154
H 1.548 3.340 -3.655
H 1.347 3.343 -1.916
H -0.667 2.574 -3.532
H -0.433 1.812 -1.967
H 0.810 0.747 -4.535
H -0.708 0.170 -3.917
H -0.104 -3.478 -0.860
H 1.016 -3.440 -3.206
H 1.453 -4.705 -2.082
H 3.107 -2.206 -2.704
H 3.454 -3.866 -3.163
H 4.798 -3.185 -1.180
H 3.696 -4.491 -0.763
H 3.235 -1.513 -0.226
H 3.621 -2.720 0.981
H 1.200 -2.194 0.911
H 1.552 -3.894 0.640
H -1.848 -2.715 -1.857
H -2.397 0.003 -3.105
H -2.708 -0.399 -1.441
H -4.636 -0.670 -3.187
H -4.435 -1.938 -1.994
H -4.662 -2.516 -4.628
H -3.686 -3.505 -3.563
H -2.557 -1.170 -5.167
H -2.460 -2.843 -5.674
H -0.410 -1.947 -4.396
H -1.070 -3.485 -3.881
*
```

Calculated values
HOMO energy (spin up / spin down) in eV: -11.137 / -11.281
Orbital gap (spin up / spin down) in eV: 8.578 / 8.556
LUMO (spin up / spin down) in eV: -2.6 / -2.7

No. 2
# C21H23N3

The molecule C21H23N3 at a distorted geometry (wB97M-V/def2-TZVPD, OMol25).

The geometry in ORCA input format:
```
! RIJCOSX wB97M-V def2-TZVPD def2/J DEFGRID3
* xyz 0 1
N 1.109 0.331 2.216
C 0.643 -1.074 -1.788
C -0.637 -0.565 -1.586
C 0.217 0.010 1.333
C -3.463 -2.422 -3.446
C -2.677 -3.379 -4.065
C 1.340 4.359 0.458
C 0.518 4.919 -0.558
C -2.872 -1.466 -2.610
C -1.281 -3.400 -3.833
C 1.206 2.999 0.763
C -0.380 4.112 -1.275
C -1.477 -1.443 -2.405
C -0.698 -2.425 -3.041
C 0.270 2.197 0.135
C -0.456 2.773 -0.908
N 0.586 -2.182 -2.631
N -0.103 0.884 0.304
C 2.015 -1.940 2.539
C 0.351 -0.989 4.213
C 2.681 0.077 3.980
C -1.414 1.803 -1.472
C -1.132 0.545 -0.683
C 1.509 -0.653 3.251
H 1.548 -0.731 -1.311
H -0.340 -0.897 1.435
H -4.525 -2.367 -3.707
H -3.088 -4.207 -4.681
H 2.074 4.994 1.010
H 0.648 5.992 -0.768
H -3.577 -0.774 -2.175
H -0.671 -4.165 -4.294
H 1.839 2.559 1.527
H -0.932 4.533 -2.092
H 1.358 -2.832 -2.802
H 1.206 -2.440 2.013
H 2.779 -1.629 1.837
H 2.460 -2.665 3.251
H -0.102 -0.067 4.590
H -0.414 -1.569 3.686
H 0.724 -1.562 5.071
H 3.373 0.538 3.230
H 3.211 -0.642 4.570
H 2.303 0.834 4.677
H -1.249 1.709 -2.543
H -2.435 2.120 -1.255
H -2.049 0.196 -0.160
*
```

Calculated values
HOMO energy in eV: -7.582
Orbital gap in eV: 8.277
LUMO in eV: 0.7
SMILES string: CC(C)(C)/N=C/N1c2ccccc2C[C@H]1c1c[nH]c2ccccc12

No. 3
# C4H11NO

The molecule C4H11NO at a distorted geometry (wB97M-V/def2-TZVPD, OMol25).

The geometry in ORCA input format:
```
! RIJCOSX wB97M-V def2-TZVPD def2/J DEFGRID3
* xyz 0 1
C -0.448 -0.505 -0.625
C 0.672 0.868 -0.562
C -0.811 -0.162 1.676
C 0.363 -1.776 -0.454
N 0.022 2.118 -0.945
O -1.386 -0.290 0.391
H -0.974 -0.485 -1.582
H 0.698 2.860 -1.100
H -0.633 2.395 -0.217
H 1.335 0.586 -1.386
H 1.389 1.013 0.254
H -0.492 -1.138 2.050
H -1.552 0.281 2.344
H 0.103 0.557 1.387
H -0.288 -2.640 -0.277
H 1.047 -1.712 0.397
H 0.954 -1.969 -1.353
*
```

Calculated values
HOMO energy in eV: -8.994
Orbital gap in eV: 10.033
LUMO in eV: 1.0
SMILES string: CO[C@H](C)CN

No. 4
# C5H7FeO4

A structure of composition C5H7FeO4 at a distorted geometry (wB97M-V/def2-TZVPD, OMol25).

The geometry in ORCA input format:
```
! RIJCOSX wB97M-V def2-TZVPD def2/J DEFGRID3
* xyz 0 6
O -0.637 0.181 0.238
C -0.206 1.523 0.410
C -0.118 2.133 -0.970
O 0.607 1.210 -1.797
C 1.010 1.687 -3.018
C 1.948 1.079 -3.738
Fe -0.165 -0.885 -1.499
H 0.777 1.526 0.902
H -0.916 2.091 1.026
H 0.412 3.093 -0.924
H -1.117 2.291 -1.403
H 0.482 2.582 -3.355
H 2.464 0.189 -3.378
H 2.204 1.483 -4.716
O 0.098 -1.901 0.450
C -0.134 -0.904 1.169
O 0.012 -0.652 2.340
*
```

Calculated values
HOMO energy (spin up / spin down) in eV: -6.721 / -9.906
Orbital gap (spin up / spin down) in eV: 7.205 / 9.652
LUMO (spin up / spin down) in eV: 0.5 / -0.3

No. 5
# C40H76BNO17P3Si

A cluster of 6 separate species, C40H76BNO17P3Si in total at a distorted geometry (wB97M-V/def2-TZVPD, OMol25).

The geometry in ORCA input format:
```
! RIJCOSX wB97M-V def2-TZVPD def2/J DEFGRID3
* xyz -1 1
C 0.174 -3.981 -0.511
C 0.351 -3.025 0.672
O 0.070 -3.351 1.793
O 0.838 -1.741 0.463
C -0.215 -0.778 0.677
O -0.259 -0.272 1.765
C -1.198 -0.558 -0.435
P -0.869 1.041 -1.550
C 0.758 0.190 -2.068
C 1.240 0.507 -3.489
C 2.464 -0.303 -3.930
O 3.040 0.020 -4.952
N 2.916 -1.450 -3.176
C 3.928 -1.012 -2.254
C 3.859 -1.351 -0.872
C 4.775 -0.923 0.059
C 5.833 -0.123 -0.358
C 5.970 0.225 -1.698
C 5.060 -0.195 -2.645
P -2.115 0.156 -3.254
C -2.105 1.311 -4.718
O -1.425 -1.326 -3.787
Si -2.905 1.845 -0.774
C -3.363 3.551 -1.519
C -2.950 2.043 1.125
C -4.418 0.740 -1.204
O -0.591 2.398 -2.627
C 0.005 3.505 -2.008
P 1.501 4.318 -2.742
C 1.305 4.339 -4.583
O 2.862 3.382 -2.526
C 0.225 3.227 -0.453
O -0.512 4.243 0.206
O 1.553 3.310 0.063
B 1.786 4.467 0.818
O 1.628 4.378 2.202
O 2.177 5.670 0.255
O -0.124 1.934 -0.225
H -0.616 -4.708 -0.220
H 1.084 -4.569 -0.669
H -0.191 -3.485 -1.414
H -2.176 -0.515 0.073
H -1.247 -1.466 -1.053
H 0.744 -0.897 -1.962
H 1.536 0.574 -1.384
H 0.494 0.322 -4.273
H 1.558 1.544 -3.625
H 3.313 -2.144 -3.803
H 3.026 -1.977 -0.564
H 4.610 -1.208 1.094
H 6.548 0.253 0.371
H 6.796 0.844 -2.042
H 5.194 0.105 -3.680
H -2.700 2.191 -4.464
H -1.109 1.538 -5.111
H -2.649 0.775 -5.514
H -1.852 -2.008 -3.261
H -3.100 4.368 -0.833
H -4.467 3.581 -1.579
H -2.977 3.709 -2.530
H -2.010 1.803 1.635
H -3.698 1.335 1.519
H -3.311 3.052 1.376
H -5.168 0.984 -0.417
H -4.883 1.006 -2.155
H -4.216 -0.328 -1.092
H -0.725 4.336 -2.021
H 2.196 4.865 -4.946
H 0.407 4.927 -4.794
H 1.294 3.334 -5.019
H 3.277 3.620 -1.691
H -1.080 3.869 0.894
H 2.437 4.634 2.656
H 1.546 5.873 -0.456
C -1.558 -2.296 5.914
C -1.280 -1.290 4.804
C -2.312 -1.683 3.764
O -3.442 -2.214 4.485
C -3.072 -2.429 5.845
H -1.203 -1.979 6.895
H -1.088 -3.254 5.674
H -1.477 -0.277 5.163
H -0.262 -1.324 4.422
H -1.932 -2.464 3.105
H -2.634 -0.842 3.149
H -3.566 -1.662 6.455
H -3.425 -3.412 6.169
C 3.943 9.593 -1.963
C 2.843 10.608 -1.682
C 1.592 9.810 -2.017
O 1.887 8.444 -1.726
C 3.294 8.296 -1.502
H 4.880 9.805 -1.448
H 4.145 9.551 -3.036
H 2.845 10.874 -0.622
H 2.931 11.526 -2.263
H 1.347 9.885 -3.083
H 0.723 10.126 -1.438
H 3.450 8.130 -0.432
H 3.659 7.424 -2.044
C -6.430 -3.717 7.254
C -6.122 -5.182 6.985
C -7.489 -5.719 6.587
O -8.188 -4.639 5.963
C -7.474 -3.416 6.190
H -5.560 -3.066 7.189
H -6.867 -3.605 8.250
H -5.426 -5.268 6.146
H -5.691 -5.706 7.838
H -8.064 -6.033 7.466
H -7.427 -6.560 5.895
H -7.004 -3.117 5.248
H -8.173 -2.635 6.493
C -4.346 -6.290 1.426
C -4.379 -4.890 2.034
C -3.064 -4.318 1.537
O -2.785 -4.928 0.287
C -3.669 -6.032 0.079
H -5.329 -6.751 1.327
H -3.721 -6.945 2.038
H -5.217 -4.324 1.618
H -4.468 -4.876 3.119
H -2.237 -4.559 2.212
H -3.096 -3.236 1.403
H -4.395 -5.749 -0.690
H -3.104 -6.895 -0.280
C 8.232 -3.951 -1.959
C 8.540 -3.013 -3.111
C 7.526 -3.440 -4.156
O 6.384 -3.912 -3.451
C 6.721 -4.053 -2.072
H 8.566 -3.579 -0.991
H 8.692 -4.930 -2.122
H 8.341 -1.984 -2.800
H 9.568 -3.068 -3.471
H 7.926 -4.249 -4.780
H 7.226 -2.621 -4.812
H 6.214 -3.226 -1.563
H 6.341 -5.007 -1.704
*
```

Calculated values
HOMO energy in eV: -3.933
Orbital gap in eV: 6.154
LUMO in eV: 2.2

No. 6
# C22H32N3O

A cluster of 2 separate species, C22H32N3O in total (wB97M-V/def2-TZVPD, OMol25).

The geometry in ORCA input format:
```
! RIJCOSX wB97M-V def2-TZVPD def2/J DEFGRID3
* xyz 1 1
C 0.064 1.144 3.915
N 1.487 1.123 4.037
C 2.141 -0.120 3.721
C 3.591 -0.069 4.189
O 4.233 1.135 3.807
C 3.585 2.333 4.204
C 2.134 2.373 3.747
H -0.308 2.046 4.414
H -0.298 1.156 2.872
H -0.359 0.265 4.411
H 1.628 -0.911 4.278
H 2.105 -0.359 2.640
H 3.602 -0.203 5.290
H 4.188 -0.854 3.701
H 3.602 2.461 5.307
H 4.167 3.128 3.714
H 2.090 2.636 2.672
H 1.611 3.143 4.325
C -5.900 -3.329 0.364
N -4.510 -3.452 0.778
C -4.106 -4.822 1.057
C -3.565 -2.475 0.440
C -3.318 -1.393 1.324
C -2.384 -0.429 1.015
C -1.616 -0.483 -0.187
C -0.698 0.567 -0.424
C 0.013 0.873 -1.609
C 0.993 1.905 -1.536
C 1.770 2.250 -2.617
C 1.624 1.580 -3.860
N 2.432 1.939 -4.947
C 3.639 1.185 -5.253
C 1.892 2.651 -6.096
C 0.643 0.563 -3.958
C -0.190 0.277 -2.893
C -1.818 -1.624 -1.023
C -2.815 -2.542 -0.760
H -6.180 -2.272 0.307
H -6.069 -3.806 -0.616
H -6.526 -3.840 1.106
H -3.118 -4.827 1.532
H -4.845 -5.261 1.740
H -4.074 -5.429 0.138
H -3.867 -1.357 2.263
H -2.210 0.407 1.697
H -0.549 1.261 0.402
H 1.112 2.428 -0.582
H 2.506 3.048 -2.546
H 4.079 0.800 -4.327
H 3.423 0.343 -5.934
H 4.350 1.857 -5.751
H 1.088 3.324 -5.776
H 2.705 3.237 -6.543
H 1.505 1.954 -6.857
H 0.545 0.013 -4.896
H -1.028 -0.396 -3.068
H -1.163 -1.812 -1.875
H -3.032 -3.341 -1.473
*
```

Calculated values
HOMO energy in eV: -10.404
Orbital gap in eV: 4.827
LUMO in eV: -5.6

No. 7
# C7H12N2O4

A cluster of 2 separate species, C7H12N2O4 in total at a distorted geometry (wB97M-V/def2-TZVPD, OMol25).

The geometry in ORCA input format:
```
! RIJCOSX wB97M-V def2-TZVPD def2/J DEFGRID3
* xyz 0 1
C 1.477 -0.792 -0.425
C -3.975 0.484 -0.241
C -0.698 -1.637 -0.256
C -4.993 1.571 -0.500
C -0.362 -3.008 0.169
C 4.363 0.985 0.445
C 3.443 0.480 -0.660
N 0.169 -0.722 -0.366
N -1.950 -1.558 -0.044
O -3.027 -2.070 -0.176
O 2.114 -1.803 -0.482
O -2.795 0.695 -0.013
O 2.033 0.414 -0.194
H -4.430 -0.563 -0.128
H -5.064 2.183 0.408
H -5.935 1.341 -0.946
H -4.405 2.359 -1.132
H 0.451 -3.033 0.819
H -0.036 -3.445 -0.792
H -1.016 -3.710 0.624
H 3.898 0.438 1.280
H 5.421 0.618 0.305
H 4.656 2.087 0.386
H 3.677 -0.497 -1.161
H 3.485 1.188 -1.430
*
```

Calculated values
HOMO energy (spin up / spin down) in eV: -8.678 / -8.677
Orbital gap (spin up / spin down) in eV: 7.527 / 7.522
LUMO (spin up / spin down) in eV: -1.2 / -1.2
SMILES string: CCOC(=O)/N=C(\C)N=O.CC=O

No. 8
# C25H25BF5N10O3S3TeTi

A structure of composition C25H25BF5N10O3S3TeTi at a distorted geometry (wB97M-V/def2-TZVPD, OMol25).

The geometry in ORCA input format:
```
! RIJCOSX wB97M-V def2-TZVPD def2/J DEFGRID3
* xyz -1 1
Ti 0.051 -0.520 -0.462
N 2.950 5.898 3.638
C 2.281 4.681 3.495
C 1.692 4.335 2.275
C 0.990 3.151 2.145
C 0.862 2.306 3.238
C 1.453 2.627 4.448
C 2.154 3.812 4.582
S -0.067 0.813 3.072
O 0.020 0.106 4.320
O -1.403 1.245 2.664
N 0.561 0.029 1.829
C 1.873 -0.282 1.938
N 2.314 -0.977 0.888
C 3.612 -1.197 0.801
C 4.491 -0.791 1.792
C 3.919 -0.131 2.878
N 2.624 0.136 2.966
H 3.293 6.290 2.774
H 3.658 5.906 4.356
H 1.789 4.997 1.422
H 0.556 2.880 1.189
H 1.365 1.934 5.277
H 2.611 4.069 5.531
H 3.949 -1.732 -0.082
H 5.552 -0.981 1.726
H 4.531 0.204 3.710
S -2.253 2.753 0.359
C -2.723 3.865 1.641
C -2.779 3.837 3.024
C -3.192 5.003 3.660
C -3.528 6.150 2.939
C -3.458 6.176 1.550
C -3.049 5.013 0.923
S -2.754 4.499 -0.734
H -2.499 2.951 3.579
H -3.247 5.024 4.741
H -3.840 7.040 3.471
H -3.707 7.070 0.993
B 1.595 -3.565 -2.049
N 2.039 -2.107 -2.414
C 2.981 -1.889 -3.342
C 3.397 -0.566 -3.265
C 2.625 -0.038 -2.227
N 1.818 -0.974 -1.730
N 0.439 -3.662 -1.021
C -0.225 -4.803 -0.800
C -0.906 -4.699 0.404
C -0.588 -3.416 0.855
N 0.221 -2.802 -0.006
H 1.241 -4.114 -3.061
H 2.571 -4.108 -1.565
H 3.304 -2.697 -3.976
H 4.132 -0.064 -3.870
H 2.586 0.965 -1.828
H -0.145 -5.618 -1.501
H -1.539 -5.433 0.873
H -0.919 -2.895 1.740
N -2.770 -0.647 1.197
C -4.019 -1.112 1.135
C -4.191 -1.669 -0.116
C -2.968 -1.478 -0.759
N -2.111 -0.850 0.051
H -2.316 -0.068 1.922
H -4.689 -1.000 1.971
H -5.074 -2.139 -0.512
H -2.652 -1.757 -1.746
F -0.527 2.846 -4.519
Te -0.161 1.497 -3.250
F 0.874 2.997 -2.505
F -1.804 1.883 -2.462
F -1.083 0.459 -4.622
F -0.723 -1.025 -2.077
O 0.201 1.066 -0.836
*
```

Calculated values
HOMO energy in eV: -5.703
Orbital gap in eV: 8.166
LUMO in eV: 2.5

Please write out number 1 again, unchanged.
# C30H51CrN8O3P

A structure of composition C30H51CrN8O3P at a distorted geometry (wB97M-V/def2-TZVPD, OMol25).

The geometry in ORCA input format:
```
! RIJCOSX wB97M-V def2-TZVPD def2/J DEFGRID3
* xyz 1 4
Cr -0.233 0.394 1.414
N -2.082 0.381 4.643
C -3.159 1.134 3.985
C -2.764 1.778 2.669
N -2.296 0.872 1.570
C -3.058 -0.389 1.385
C -2.486 -1.504 2.259
N -1.010 -1.346 2.410
H -1.264 0.966 4.764
H -2.382 0.096 5.566
H -4.007 0.464 3.826
H -3.532 1.956 4.595
H -3.642 2.314 2.310
H -1.977 2.513 2.839
H -2.416 1.417 0.721
H -4.123 -0.251 1.579
H -2.939 -0.668 0.342
H -2.940 -1.500 3.243
H -2.712 -2.460 1.795
H -0.827 -1.124 3.390
H -0.536 -2.211 2.186
O 1.674 -0.002 1.567
N 2.349 0.783 2.349
N 1.612 1.445 3.113
O 0.290 1.284 3.114
C 2.172 2.418 4.031
C 3.548 2.506 4.216
C 4.040 3.464 5.084
C 3.174 4.323 5.751
C 1.807 4.220 5.551
C 1.296 3.262 4.687
H 4.211 1.833 3.689
H 5.110 3.543 5.239
H 3.567 5.077 6.422
H 1.128 4.893 6.061
H 0.234 3.186 4.510
N 0.086 2.087 0.559
C -0.053 3.261 0.500
N -0.194 4.486 0.365
C -0.485 5.468 1.207
N -0.763 6.344 1.912
O -0.501 -0.609 -0.327
P -0.004 -1.339 -1.583
C 1.044 -0.342 -2.694
C 2.119 0.442 -1.900
C 2.544 1.696 -2.666
C 1.377 2.693 -2.793
C 0.026 1.967 -2.947
C 0.237 0.610 -3.614
C 0.801 -2.911 -1.098
C 1.524 -3.627 -2.258
C 3.003 -3.251 -2.383
C 3.743 -3.436 -1.061
C 3.114 -2.570 0.026
C 1.633 -2.893 0.201
C -1.504 -1.883 -2.480
C -2.628 -0.827 -2.438
C -3.962 -1.464 -2.858
C -3.781 -2.500 -3.987
C -2.521 -2.200 -4.797
C -1.277 -2.415 -3.924
H 1.529 -1.095 -3.325
H 2.986 -0.190 -1.708
H 1.727 0.752 -0.932
H 2.908 1.408 -3.657
H 3.386 2.163 -2.154
H 1.548 3.340 -3.655
H 1.347 3.343 -1.916
H -0.667 2.574 -3.532
H -0.433 1.812 -1.967
H 0.810 0.747 -4.535
H -0.708 0.170 -3.917
H -0.104 -3.478 -0.860
H 1.016 -3.440 -3.206
H 1.453 -4.705 -2.082
H 3.107 -2.206 -2.704
H 3.454 -3.866 -3.163
H 4.798 -3.185 -1.180
H 3.696 -4.491 -0.763
H 3.235 -1.513 -0.226
H 3.621 -2.720 0.981
H 1.200 -2.194 0.911
H 1.552 -3.894 0.640
H -1.848 -2.715 -1.857
H -2.397 0.003 -3.105
H -2.708 -0.399 -1.441
H -4.636 -0.670 -3.187
H -4.435 -1.938 -1.994
H -4.662 -2.516 -4.628
H -3.686 -3.505 -3.563
H -2.557 -1.170 -5.167
H -2.460 -2.843 -5.674
H -0.410 -1.947 -4.396
H -1.070 -3.485 -3.881
*
```

Calculated values
HOMO energy (spin up / spin down) in eV: -11.137 / -11.281
Orbital gap (spin up / spin down) in eV: 8.578 / 8.556
LUMO (spin up / spin down) in eV: -2.6 / -2.7